Entry 1:
Entry from the Open Molecules 2025 dataset: a 2-piece molecular cluster, C4H10O overall (ωB97M-V/def2-TZVPD).

Calculated values
HOMO level, eV: -9.25
ΔE to the lowest compared entry with this formula, charge and spin, kcal/mol: 44.1
DFT total energy, hartree: -233.5746
Frontier orbital gap, eV: 10.149

Cartesian coordinates (Å):
1 O -1.280 -1.979 -0.337
2 C 1.243 -0.900 -0.011
3 C 0.214 1.164 0.949
4 C -1.209 -0.576 -0.217
5 C 0.167 -0.156 0.231
6 H 1.241 1.878 -1.732
7 H 1.165 -1.862 -0.508
8 H -1.959 -0.191 0.494
9 H -2.130 -2.201 -0.733
10 H -1.411 -0.081 -1.184
11 H -0.087 1.008 1.991
12 H -0.485 1.890 0.515
13 H 2.233 -0.561 0.287
14 H 1.339 1.147 -1.630
15 H 1.214 1.606 0.942



Entry 2:
Entry from the Open Molecules 2025 dataset: one molecule with the formula C4H10O2 (ωB97M-V/def2-TZVPD).

Calculated values
HOMO level, eV: -10.07
ΔE to the lowest compared entry with this formula, charge and spin, kcal/mol: 22.8
DFT total energy, hartree: -308.8618
Frontier orbital gap, eV: 11.071

Cartesian coordinates (Å):
1 O 1.437 0.029 0.325
2 O -0.874 -0.789 1.397
3 C -0.874 0.402 0.638
4 C 2.379 -0.689 -0.433
5 C 0.250 0.327 -0.387
6 C -2.236 0.542 -0.015
7 H 2.707 -0.127 -1.319
8 H -0.685 1.270 1.293
9 H -2.412 -0.290 -0.707
10 H -2.320 1.485 -0.565
11 H 3.240 -0.873 0.213
12 H 0.026 -0.478 -1.105
13 H -3.016 0.514 0.751
14 H 1.966 -1.654 -0.765
15 H 0.057 -0.939 1.622
16 H 0.357 1.272 -0.943



Entry 3:
Entry from the Open Molecules 2025 dataset: one molecule with the formula C4H10O2 (ωB97M-V/def2-TZVPD).

Calculated values
HOMO level, eV: -9.89
ΔE to the lowest compared entry with this formula, charge and spin, kcal/mol: 27.1
DFT total energy, hartree: -308.8550
Frontier orbital gap, eV: 10.861

Cartesian coordinates (Å):
1 O 0.666 0.365 -0.929
2 O -1.529 1.465 0.345
3 C 0.434 -0.691 -0.012
4 C -1.058 -0.943 0.094
5 C 2.029 0.700 -1.035
6 C -1.807 0.169 0.827
7 H 0.843 -0.412 0.974
8 H 2.111 1.513 -1.760
9 H 0.960 -1.601 -0.338
10 H -0.612 1.490 0.018
11 H -2.886 -0.005 0.716
12 H -1.212 -1.877 0.646
13 H 2.626 -0.156 -1.384
14 H 2.430 1.035 -0.067
15 H -1.451 -1.099 -0.916
16 H -1.589 0.080 1.911